[1]
93
Properties=species:S:1:pos:R:3 method="wB97M-V/def2-TZVPD" s2=3.78 gap_ev="6.52 / 6.77" spin_multiplicity=4 charge=-2 e_tot_ha=-8618.52589 de_lowest_kcal_mol=50.3
V 0.067 -0.723 -0.521
O 4.245 4.235 -0.509
C 3.183 3.665 -0.478
C 1.830 4.320 -0.271
O 1.635 5.485 -0.009
C 0.800 3.251 -0.436
C 1.498 2.025 -0.587
O 0.887 0.873 -0.654
C 2.936 2.178 -0.649
O 3.797 1.329 -0.784
O -0.433 3.431 -0.428
N -0.605 -3.636 -2.209
C -0.009 -2.615 -2.920
N 0.268 -2.690 -4.208
N 0.833 -1.493 -4.491
N 0.886 -0.751 -3.447
N 0.360 -1.442 -2.403
C -1.305 -3.432 -1.045
N -2.184 -4.292 -0.557
N -2.636 -3.702 0.570
N -2.066 -2.565 0.748
N -1.201 -2.348 -0.272
H -0.890 -4.429 -2.754
Br 1.882 -2.018 0.502
C 3.429 -0.331 3.149
Br 2.748 1.300 2.612
H 4.336 -0.648 2.658
H 2.710 -1.046 3.517
N -1.241 1.966 -2.539
C -1.837 0.792 -2.844
C -2.129 0.462 -4.189
C -2.870 -0.657 -4.450
C -3.353 -1.430 -3.384
C -2.967 -1.072 -2.117
N -2.181 -0.018 -1.835
H -0.713 2.428 -3.258
H -0.980 2.196 -1.581
H -1.742 1.086 -4.984
H -3.083 -0.937 -5.475
H -3.964 -2.308 -3.541
H -3.282 -1.661 -1.263
C -1.295 5.130 3.729
C -0.272 4.034 4.075
C -0.354 2.854 3.099
C -1.806 2.583 2.694
C -2.341 3.782 1.878
C -1.625 5.089 2.241
P -1.898 0.978 1.762
C -1.881 -0.317 3.114
C -2.527 -0.014 4.490
C -1.485 0.087 5.601
C -0.738 -1.240 5.774
C -0.432 -1.900 4.414
C -0.459 -0.871 3.291
C -3.664 0.825 1.199
C -4.056 1.750 0.041
C -5.282 1.179 -0.688
C -6.229 0.451 0.282
C -6.156 1.086 1.668
C -4.754 0.904 2.281
H -0.915 6.112 4.022
H -2.218 4.970 4.300
H -0.444 3.675 5.096
H 0.741 4.445 4.052
H 0.107 1.974 3.548
H 0.214 3.067 2.190
H -2.398 2.501 3.612
H -3.415 3.886 2.067
H -2.201 3.603 0.812
H -2.249 5.941 1.955
H -0.706 5.168 1.653
H -2.435 -1.134 2.645
H -3.225 -0.821 4.742
H -3.126 0.897 4.468
H -1.962 0.374 6.543
H -0.778 0.887 5.359
H -1.347 -1.915 6.385
H 0.188 -1.069 6.330
H -1.173 -2.672 4.188
H 0.538 -2.403 4.443
H -0.130 -1.329 2.359
H 0.261 -0.074 3.507
H -3.653 -0.198 0.798
H -3.230 1.897 -0.655
H -4.304 2.734 0.444
H -4.958 0.489 -1.471
H -5.817 1.993 -1.187
H -5.944 -0.603 0.362
H -7.253 0.466 -0.100
H -6.913 0.663 2.334
H -6.387 2.153 1.576
H -4.733 -0.005 2.887
H -4.549 1.741 2.958

[2]
106
Properties=species:S:1:pos:R:3 method="wB97M-V/def2-TZVPD" gap_ev=9.51 e_tot_ha=-2457.17453 smiles=CCC[C@@H](C)B1OBOB(C(F)(F)CC[Si](C)(C)c2ccccc2)O1.CO.CO.CO.CO.CO.CO.CO.CO.CO
C 5.645 -1.732 0.987
C 4.597 -0.729 0.511
C 5.161 0.351 -0.426
C 4.500 1.719 -0.232
C 4.866 2.699 -1.373
B 2.952 1.634 -0.132
O 2.228 2.205 0.919
B 1.452 1.259 1.559
O 0.769 0.348 0.766
B 1.368 0.009 -0.425
C 1.111 -1.426 -1.093
F 1.244 -2.434 -0.150
F 2.082 -1.676 -2.056
C -0.254 -1.511 -1.760
C -1.413 -1.477 -0.744
Si -2.868 -0.339 -1.161
C -4.415 -1.401 -1.238
C -2.670 0.528 -2.817
C -3.105 0.939 0.194
C -2.889 0.632 1.543
C -3.121 1.566 2.547
C -3.568 2.840 2.214
C -3.783 3.173 0.881
C -3.549 2.231 -0.118
O 2.174 0.926 -1.073
H 5.173 -2.522 1.577
H 6.381 -1.247 1.630
H 6.142 -2.207 0.140
H 3.817 -1.290 -0.019
H 4.110 -0.281 1.388
H 5.032 0.025 -1.463
H 6.237 0.450 -0.256
H 4.890 2.156 0.690
H 5.885 3.066 -1.240
H 4.777 2.205 -2.344
H 4.204 3.570 -1.381
H 1.456 1.173 2.743
H -0.294 -0.691 -2.482
H -0.262 -2.444 -2.331
H -1.034 -1.249 0.255
H -1.835 -2.484 -0.666
H -4.862 -1.421 -0.238
H -4.163 -2.426 -1.508
H -5.167 -0.988 -1.914
H -2.036 1.416 -2.783
H -2.230 -0.160 -3.545
H -3.661 0.810 -3.179
H -2.543 -0.363 1.809
H -2.965 1.272 3.577
H -3.746 3.573 2.990
H -4.136 4.165 0.620
H -3.728 2.507 -1.151
C 1.855 3.588 -3.281
O 1.564 2.278 -3.737
H 1.381 4.287 -3.966
H 1.458 3.762 -2.274
H 2.929 3.788 -3.281
H 1.974 1.649 -3.132
C 6.816 3.369 2.780
O 7.082 2.588 1.617
H 5.741 3.328 2.950
H 7.326 2.959 3.656
H 7.119 4.407 2.633
H 8.027 2.617 1.448
C -0.043 6.939 -5.441
O 0.880 6.058 -6.066
H 0.444 7.908 -5.368
H -0.958 7.052 -6.028
H -0.306 6.604 -4.434
H 0.465 5.194 -6.142
C -2.482 -4.898 -2.537
O -3.463 -4.008 -3.070
H -2.959 -5.489 -1.761
H -2.092 -5.571 -3.304
H -1.648 -4.351 -2.087
H -3.040 -3.480 -3.752
C -6.401 -0.143 3.218
O -5.450 -1.044 3.766
H -5.964 0.273 2.312
H -7.333 -0.656 2.959
H -6.623 0.676 3.908
H -5.840 -1.418 4.564
C -1.614 -5.406 1.134
O -1.742 -6.498 0.237
H -2.427 -4.714 0.920
H -1.697 -5.724 2.177
H -0.665 -4.879 0.999
H -1.029 -7.127 0.395
C 6.656 7.372 2.059
O 7.869 6.640 2.205
H 6.308 7.208 1.042
H 5.887 7.023 2.753
H 6.811 8.443 2.209
H 8.195 6.777 3.098
C -8.697 -2.998 5.598
O -7.374 -2.497 5.766
H -9.111 -2.513 4.719
H -8.698 -4.078 5.437
H -9.326 -2.763 6.460
H -6.988 -2.916 6.540
C -1.477 -9.484 -1.465
O -0.396 -8.850 -0.790
H -2.371 -8.914 -1.226
H -1.333 -9.475 -2.548
H -1.613 -10.515 -1.129
H 0.415 -9.327 -0.983